Record 1
Computed, not measured: 2 unconnected molecules or ions with the total composition C3H7ClN3 at a distorted geometry, with wB97M-V/def2-TZVPD.

## Properties
* energy relative to the best compared isomer or geometry (same formula, charge and spin): 4.024 eV
* frontier orbital gap: 7.3 eV
* HOMO energy: -12.95 eV

The geometry in ORCA input format:
```
! RIJCOSX wB97M-V def2-TZVPD def2/J DEFGRID3
* xyz 1 1
C 2.85113 -0.27639 -0.18506
C 0.06722 -0.10605 0.03190
C -2.16304 0.48180 0.98481
N 2.94006 -1.03060 -1.11036
N -0.30044 -0.03306 -1.25828
N -0.72633 0.05806 1.00650
Cl 3.62927 0.32082 1.04500
H -2.37746 1.10941 0.14254
H -2.42850 0.77049 1.97255
H -2.69827 -0.44672 0.72339
H 2.11863 -1.36785 -1.61604
H 0.46517 -0.11955 -1.95403
H -1.05052 0.50708 -1.68440
H -0.32691 0.13257 1.90149
*
```

***

Record 2
Computed, not measured: 2 unconnected molecules or ions with the total composition C3H7ClO2 at a distorted geometry, with wB97M-V/def2-TZVPD.

## Properties
* energy relative to the best compared isomer or geometry (same formula, charge and spin): 4.442 eV
* frontier orbital gap (alpha / beta): 8.2 / 8.7 eV
* HOMO energy (alpha / beta): -8.04 / -8.15 eV

The geometry in ORCA input format:
```
! RIJCOSX wB97M-V def2-TZVPD def2/J DEFGRID3
* xyz 0 1
C -0.54188 -1.65849 0.72104
C 0.76165 -0.93118 0.88287
C -0.03864 1.26190 -0.75158
O -0.38838 1.98031 0.37901
O 0.81475 1.87824 -1.60965
Cl -1.49193 0.51465 -1.63203
H -1.35105 -0.92635 1.10411
H -0.50415 -2.72753 1.13344
H -0.92744 -1.75369 -0.30397
H 1.48368 -1.01669 0.11504
H 1.02993 -0.67767 1.84740
H -0.06831 2.84003 0.27830
H 1.22179 1.21648 -2.16400
*
```